Entry from OMol25: 8 unconnected molecules or ions with the total composition C54H87F4NO24S (ωB97M-V/def2-TZVPD).

```
! wB97M-V def2-TZVPD RIJCOSX def2/J DEFGRID3
* xyz 0 1
C -4.7094 -1.6971 0.5915
C -4.8377 -0.0932 0.2894
C -4.5487 0.6427 1.6825
C -4.0841 2.1757 1.5841
C -3.2804 2.5877 0.2699
N -1.9335 1.9673 0.0843
C -1.3348 1.4470 1.3262
C -1.1845 -0.0899 1.5857
C -0.5155 -0.6393 2.8998
C -0.3796 -2.2258 2.9994
C 0.8737 -2.7864 2.1197
C 2.2679 -2.0692 2.4641
C 3.2771 -2.0448 1.1788
C 4.4018 -3.1930 1.2265
O 5.7400 -2.7560 0.9002
C 5.8054 -2.0597 -0.3635
C 5.0849 -2.8143 -1.5895
C 0.0011 0.2796 4.0337
C 0.6948 -0.1772 5.3894
F 2.0503 -0.6934 5.2107
C -0.1478 -1.1997 6.2889
C -1.7297 -1.2068 6.0127
C -0.1422 1.8313 3.7848
C -0.7712 2.3748 2.4760
S -0.9126 4.1998 2.0800
C -0.3914 4.1805 0.2804
C 0.5866 5.2016 -0.3483
C 1.2224 6.3606 0.5497
C 2.7755 6.0768 0.8152
O 3.5228 6.2081 -0.4365
C 3.1107 4.6189 1.3846
F 2.2613 4.1685 2.4192
F 4.4363 4.6916 1.9558
F 3.1911 3.6074 0.3733
C 0.9230 4.9843 -1.8733
C 0.2935 3.8276 -2.7066
C -0.7064 2.8026 -2.0421
C -1.2936 1.6722 -2.9978
C -2.3010 2.6019 -4.0429
C -3.2279 1.6739 -5.0937
O -1.9452 2.5378 -5.5118
C -1.0197 2.9846 -0.5427
H -5.6196 -2.1182 1.1338
H -3.7246 -1.8765 1.1686
H -4.5750 -2.1987 -0.4280
H -5.9257 0.1224 0.0009
H -4.0850 0.1133 -0.5412
H -5.5485 0.6376 2.2693
H -3.8105 0.0717 2.3603
H -3.5607 2.4625 2.5759
H -5.0551 2.8101 1.5836
H -3.9971 2.4264 -0.6265
H -3.1340 3.7368 0.3175
H -1.5578 -0.8227 0.7963
H -0.3950 -2.6493 4.0562
H -1.3162 -2.6613 2.4722
H 0.9931 -3.9309 2.2322
H 0.6887 -2.6174 0.9885
H 2.1771 -0.9785 2.7925
H 2.7539 -2.6927 3.3109
H 3.8130 -1.0200 1.2010
H 2.6652 -2.1368 0.2027
H 4.0258 -4.0809 0.6064
H 4.4425 -3.5709 2.3179
H 5.3668 -0.9943 -0.3238
H 6.9163 -1.9337 -0.6559
H 5.5073 -3.8845 -1.6066
H 3.9446 -2.8899 -1.4795
H 5.3986 -2.3362 -2.5955
H 0.8260 0.7823 6.0239
H 0.0534 -1.1012 7.4237
H 0.2325 -2.2615 6.0187
H -2.0517 -1.7996 5.0900
H -2.2836 -1.6742 6.9071
H -2.0631 -0.1206 5.8757
H 0.2507 2.5349 4.5975
H 0.5994 6.4513 1.5009
H 1.1238 7.3563 -0.0231
H 3.1983 6.8550 1.5513
H 4.3581 5.6884 -0.3561
H 1.6661 5.6907 -2.3691
H 0.6140 3.7489 -3.8051
H -1.9821 0.9221 -2.4884
H -0.5220 1.1961 -3.6934
H -2.7996 3.5967 -3.5950
H -3.8654 2.2995 -5.8146
H -3.0397 0.5551 -5.1745
C -5.8442 1.4098 -11.4454
O -4.9209 2.4879 -11.3058
C -3.9397 2.2612 -10.4156
O -3.7953 1.2575 -9.7599
O -3.1489 3.3462 -10.3829
C -2.0537 3.2464 -9.4725
H -6.5898 1.7008 -12.1861
H -5.3362 0.5109 -11.8021
H -6.3556 1.2152 -10.4999
H -1.3943 2.4216 -9.7515
H -2.4134 3.1243 -8.4482
H -1.4856 4.1755 -9.5294
C 4.4267 0.1895 5.6858
O 5.8150 0.0534 5.3747
C 6.4054 -0.9895 5.9758
O 5.8645 -1.7746 6.7173
O 7.6982 -1.0083 5.6100
C 8.4522 -2.0759 6.1806
H 4.0470 1.0601 5.1497
H 3.8742 -0.6848 5.3572
H 4.2879 0.3557 6.7573
H 8.0520 -3.0421 5.8652
H 8.4648 -1.9997 7.2702
H 9.4770 -1.9917 5.8169
C -0.0631 -1.7076 12.9748
O 1.2402 -1.4330 12.4649
C 1.3320 -1.4944 11.1257
O 0.4312 -1.7527 10.3642
O 2.6007 -1.2177 10.7821
C 2.8437 -1.2483 9.3773
H -0.0190 -1.6299 14.0617
H -0.7839 -0.9748 12.6049
H -0.3738 -2.7215 12.7131
H 2.2369 -0.4976 8.8651
H 2.6478 -2.2437 8.9747
H 3.8956 -1.0107 9.2127
C 6.9285 2.5216 -0.8365
O 6.7005 2.5364 -2.2450
C 7.5367 1.7532 -2.9467
O 8.4223 1.0726 -2.4895
O 7.2144 1.8602 -4.2472
C 8.0274 1.0753 -5.1174
H 6.1991 3.1861 -0.3715
H 6.7847 1.5166 -0.4333
H 7.9294 2.8919 -0.6040
H 7.9273 0.0128 -4.8844
H 9.0722 1.3878 -5.0551
H 7.6783 1.2391 -6.1376
C -7.8272 -4.3131 -14.8473
O -6.9038 -3.2347 -14.7090
C -5.9220 -3.4608 -13.8196
O -5.7765 -4.4632 -13.1639
O -5.1307 -2.3750 -13.7883
C -4.0359 -2.4748 -12.8788
H -8.5726 -4.0208 -15.5878
H -7.3194 -5.2119 -15.2043
H -8.3375 -4.5076 -13.9014
H -3.3774 -3.3006 -13.1575
H -4.3957 -2.5959 -11.8545
H -3.4669 -1.5460 -12.9362
C -8.8699 3.0326 -2.6788
O -7.8597 2.5731 -3.5749
C -8.1656 2.7251 -4.8748
O -9.1849 3.1998 -5.3124
O -7.1374 2.2557 -5.6017
C -7.3241 2.3536 -7.0127
H -8.5162 2.8609 -1.6615
H -9.0422 4.1034 -2.8087
H -9.7963 2.4720 -2.8219
H -7.4345 3.3974 -7.3155
H -8.1888 1.7658 -7.3289
H -6.4346 1.9464 -7.4957
C 1.4530 -8.2355 9.3351
O 1.7312 -6.8369 9.3521
C 2.6006 -6.4366 8.4081
O 3.1337 -7.1450 7.5894
O 2.7718 -5.1104 8.5357
C 3.6778 -4.5425 7.5899
H 0.7427 -8.4438 10.1361
H 0.9981 -8.5265 8.3856
H 2.3621 -8.8118 9.5207
H 3.3116 -4.6860 6.5707
H 4.6753 -4.9717 7.7065
H 3.7392 -3.4723 7.7852
*
```

The HOMO-LUMO gap comes out at 8.2 eV. As for the SMILES: CCCCCN1c2cc(CCCCCOCC)c([C@H](F)CC)cc2Sc2c(C[C@H](O)C(F)(F)F)ccc(C[C@@H]3CO3)c21.COC(=O)OC.COC(=O)OC.COC(=O)OC.COC(=O)OC.COC(=O)OC.COC(=O)OC.COC(=O)OC. The molar mass comes out at 1242.3 g mol⁻¹.